Entry 1:
This record from the Open Molecules 2025 dataset describes a 12-piece molecular cluster, C59H64F8O10S overall in a non-equilibrium geometry. The level of theory is wB97M-V/def2-TZVPD.

HOMO energy (eV): -8.88
LUMO level (eV): 0.075
Kohn-Sham gap (hartree): 0.32900
Largest force on an atom (eV/Å): 6.9

CARTESIAN COORDINATES (ANGSTROEM)
F1 28.00685 -16.14263 -8.29368
C1 27.57993 -14.96728 -8.80953
C2 26.51900 -14.38014 -8.22673
C3 25.98893 -13.25199 -8.79776
C4 26.65163 -12.64078 -9.84869
C5 27.81336 -13.18124 -10.36041
C6 28.18079 -14.44654 -9.96609
H1 26.05130 -14.85391 -7.37632
H2 25.07466 -12.85424 -8.38268
H3 26.18606 -11.69711 -10.09187
H4 28.31095 -12.59305 -11.11727
H5 29.13860 -14.85469 -10.25316
F2 21.83689 -19.23554 -8.50284
C7 22.19353 -18.88193 -9.75205
C8 21.36493 -19.30282 -10.77181
C9 21.75732 -19.00566 -12.09064
C10 23.03448 -18.41493 -12.29811
C11 23.82316 -17.98657 -11.20180
C12 23.33207 -18.19155 -9.89121
H6 20.42116 -19.79302 -10.58362
H7 21.17972 -19.42949 -12.89881
H8 23.39620 -18.14495 -13.27927
H9 24.75352 -17.47628 -11.40284
H10 23.89723 -17.99525 -8.99207
F3 24.86838 -18.85648 -4.47197
C13 24.12274 -19.67677 -3.71159
C14 22.74808 -19.54584 -3.54887
C15 22.03457 -20.31040 -2.62841
C16 22.77940 -21.13938 -1.78206
C17 24.16670 -21.25126 -1.87920
C18 24.85028 -20.53132 -2.84601
H11 22.21877 -18.73355 -4.02470
H12 20.98302 -20.13882 -2.45176
H13 22.33381 -21.57080 -0.89790
H14 24.59143 -22.04143 -1.27784
H15 25.90797 -20.61268 -3.04868
F4 23.04017 -28.80901 -0.59681
C19 22.97200 -28.54823 -1.95176
C20 22.95339 -29.57851 -2.86391
C21 22.92013 -29.39316 -4.17783
C22 22.92879 -28.08390 -4.66652
C23 23.07698 -26.94292 -3.81513
C24 23.02905 -27.25770 -2.44124
H16 23.11685 -30.56708 -2.46093
H17 22.83825 -30.18129 -4.91169
H18 22.78686 -27.92137 -5.72475
H19 23.18744 -25.89855 -4.06710
H20 23.09024 -26.51831 -1.65641
F5 28.67386 -15.69963 4.27182
C25 27.85458 -15.72038 3.22328
C26 27.95858 -16.67179 2.27459
C27 26.96564 -16.84086 1.34211
C28 25.97113 -15.88530 1.28981
C29 25.89085 -14.81844 2.22051
C30 26.90417 -14.71428 3.18800
H21 28.67106 -17.47515 2.39024
H22 26.84380 -17.67154 0.66275
H23 25.17013 -15.94403 0.56775
H24 25.15532 -14.04420 2.38158
H25 26.92691 -14.05835 4.04570
F6 27.94351 -27.27910 1.58107
C31 27.94765 -27.43367 0.28170
C32 28.01488 -28.68776 -0.30844
C33 27.94916 -28.81656 -1.65396
C34 27.71160 -27.69682 -2.51037
C35 27.60519 -26.46748 -1.91678
C36 27.74333 -26.32772 -0.53820
H26 28.02863 -29.64664 0.18831
H27 27.88683 -29.83451 -2.00934
H28 27.75074 -27.79524 -3.58516
H29 27.35896 -25.56537 -2.45713
H30 27.80899 -25.32117 -0.15226
F7 25.55043 -23.52992 4.87146
C37 24.38865 -23.60180 4.23765
C38 23.95114 -24.83438 3.68496
C39 22.64037 -24.89979 3.15902
C40 21.82590 -23.77128 3.06576
C41 22.24956 -22.55692 3.54028
C42 23.51527 -22.49535 4.16543
H31 24.55587 -25.71347 3.85196
H32 22.26430 -25.86110 2.84148
H33 20.80719 -24.00137 2.79066
H34 21.49445 -21.78501 3.52105
H35 23.95370 -21.55988 4.48018
F8 29.84210 -21.69028 -1.50251
C43 30.38842 -21.13040 -2.61424
C44 30.85855 -21.91272 -3.65085
C45 31.58591 -21.36017 -4.68182
C46 31.78106 -19.95029 -4.70965
C47 31.32176 -19.16084 -3.67582
C48 30.63622 -19.73616 -2.60234
H36 30.68175 -22.97349 -3.55129
H37 32.02302 -21.94428 -5.47816
H38 32.35254 -19.46046 -5.48417
H39 31.63076 -18.12675 -3.63617
H40 30.26283 -19.22690 -1.72619
C49 25.08743 -22.51470 -8.11489
S1 26.82504 -22.12992 -7.46941
O1 27.37025 -23.38743 -6.83265
C50 27.77065 -21.86948 -9.12745
H41 24.44078 -22.04553 -7.37339
H42 25.00901 -23.59995 -8.17955
H43 24.91682 -22.03066 -9.07650
H44 27.70998 -22.76630 -9.74399
H45 28.81467 -21.55631 -9.11981
H46 27.29224 -21.13728 -9.77791
C51 18.70337 -14.92515 -8.62306
O2 18.48042 -15.06045 -7.24131
C52 19.19013 -14.23999 -6.33189
O3 20.16761 -13.56128 -6.64340
O4 18.71363 -14.32272 -4.99914
C53 17.81504 -15.39425 -4.61666
H47 18.31131 -15.80254 -9.13742
H48 19.75695 -14.77856 -8.86090
H49 18.09863 -14.11715 -9.03479
H50 16.97280 -15.54860 -5.29113
H51 17.39379 -15.18206 -3.63400
H52 18.30455 -16.36814 -4.61687
C54 16.71977 -20.17022 -6.87155
O5 15.71814 -21.11709 -7.41903
C55 14.89403 -20.69252 -8.28283
O6 14.69912 -19.50139 -8.62265
O7 14.51121 -21.76359 -8.97256
C56 13.70891 -21.74640 -10.13907
H53 17.22015 -19.47485 -7.54548
H54 17.55915 -20.66968 -6.38774
H55 16.22850 -19.52312 -6.14491
H56 12.88031 -22.33390 -9.74363
H57 14.20998 -22.26780 -10.95465
H58 13.36617 -20.72025 -10.27188
C57 14.71015 -18.36552 0.47092
O8 15.00748 -19.71903 0.16673
C58 16.08251 -20.17051 -0.57725
O9 16.91962 -19.44852 -1.18114
O10 16.00920 -21.41485 -0.58266
C59 16.70109 -22.13059 -1.56429
H59 15.56554 -17.87584 0.00549
H60 14.75838 -18.26580 1.55529
H61 13.74110 -18.05365 0.08135
H62 16.71698 -21.75230 -2.58642
H63 16.06029 -23.01226 -1.57553
H64 17.62518 -22.32514 -1.01995

Atom charges from the Mulliken analysis, given in e for atoms 1 to 8:
1. F -0.282
2. C 0.460
3. C -0.399
4. C -0.397
5. C -0.385
6. C -0.344
7. C -0.570
8. H 0.450

***

Entry 2:
This record from the Open Molecules 2025 dataset describes C38H53N4OP2PtS as an isolated structure in a non-equilibrium geometry. The level of theory is wB97M-V/def2-TZVPD.

Total charge: +3
HOMO energy (alpha / beta) (eV): -11.85 / -15.84
<S²>: 6.0781
LUMO level (alpha / beta) (eV): -7.763 / -11.332
Kohn-Sham gap (alpha / beta) (hartree): 0.15035 / 0.16553
2S+1: 5
Largest force on an atom (eV/Å): 5.1

CARTESIAN COORDINATES (ANGSTROEM)
C1 0.07882 2.15741 2.35475
C2 -1.78813 2.51899 0.89438
C3 -0.25651 3.28566 3.10004
C4 -2.23123 3.56235 1.74866
C5 -1.44554 3.96506 2.81223
H1 0.41815 3.58899 3.89676
H2 -3.17264 4.04532 1.48892
H3 -1.75580 4.80096 3.43775
N1 -0.65895 1.81218 1.28305
P1 0.95214 -0.44293 2.10527
P2 -1.42926 1.25217 -1.53121
C6 1.29021 1.29372 2.65487
H4 2.14487 1.64792 2.06695
H5 1.57430 1.35640 3.71002
C7 0.33635 -1.13725 -1.02106
O1 0.66306 -1.95294 -1.78534
C8 -2.35081 2.20175 -0.36023
H6 -3.26428 2.71653 -0.65940
C9 -0.58211 2.58700 -2.59941
C10 -2.68815 0.33209 -2.61354
C11 2.62100 -1.31556 2.02955
C12 -0.00022 -1.04104 3.64447
C13 0.59718 1.92299 -3.32438
H7 0.29807 1.04588 -3.90941
H8 1.03841 2.65560 -4.01614
H9 1.36833 1.61772 -2.61059
C14 -1.54079 3.24618 -3.60334
H10 -1.92457 2.56264 -4.36707
H11 -2.37867 3.74161 -3.09433
H12 -0.98162 4.03200 -4.13571
C15 -0.06002 3.72652 -1.71218
H13 0.48913 4.43858 -2.34812
H14 -0.88090 4.27019 -1.22961
H15 0.62496 3.36496 -0.94361
C16 -2.01471 -0.13341 -3.91506
H16 -1.15722 -0.79011 -3.71796
H17 -2.74972 -0.71335 -4.49215
H18 -1.68884 0.69568 -4.55078
C17 -3.19001 -0.91506 -1.88008
H19 -2.37386 -1.57215 -1.56588
H20 -3.78103 -0.66568 -0.99239
H21 -3.83424 -1.48969 -2.56322
C18 -3.91889 1.19454 -2.92357
H22 -3.69102 2.09648 -3.49570
H23 -4.60665 0.59116 -3.53419
H24 -4.45626 1.49186 -2.01682
C19 -0.09917 -2.57247 3.62553
H25 -0.76083 -2.87747 4.45166
H26 -0.53925 -2.94025 2.68970
H27 0.86853 -3.06319 3.79288
C20 -1.41524 -0.45450 3.57793
H28 -1.42006 0.62903 3.74556
H29 -1.89364 -0.67914 2.61803
H30 -2.01810 -0.90613 4.38015
C21 0.60020 -0.59654 4.99168
H31 -0.04314 -1.00795 5.78438
H32 1.60967 -0.97726 5.16815
H33 0.60743 0.49211 5.11899
C22 3.59116 -0.53782 1.13204
H34 3.78759 0.47246 1.50661
H35 4.54972 -1.07868 1.11645
H36 3.22890 -0.46240 0.10182
C23 2.45207 -2.71819 1.42168
H37 2.15104 -2.66891 0.36776
H38 3.42499 -3.22996 1.47694
H39 1.72491 -3.33411 1.96199
C24 3.25725 -1.42264 3.42231
H40 3.32159 -0.44891 3.92698
H41 2.74846 -2.14780 4.06798
H42 4.28785 -1.78688 3.29477
Pt1 -0.16594 0.18478 0.12978
N2 2.12171 1.69941 -0.29109
C25 2.93579 2.46026 -0.65965
C26 3.99653 3.33046 -1.01479
C27 5.20279 2.79982 -1.50711
C28 3.85551 4.71397 -0.80813
C29 6.27157 3.65543 -1.78013
H43 5.29179 1.72075 -1.65267
C30 4.92682 5.56388 -1.08846
H44 2.91156 5.09543 -0.41115
C31 6.12929 5.03395 -1.57381
H45 7.21455 3.24051 -2.14428
H46 4.81640 6.63635 -0.91477
H47 6.96362 5.70318 -1.78870
N3 -4.15401 -0.85597 1.38591
C32 -3.58545 -2.07686 1.24774
N4 -2.32476 -2.29943 0.92045
C33 -2.09405 -3.65293 0.70456
C34 -0.88716 -4.23391 0.28719
C35 -0.82259 -5.61381 0.09018
C36 -1.95705 -6.41487 0.29267
C37 -3.16422 -5.84640 0.72716
C38 -3.23136 -4.47104 0.91957
S1 -4.61230 -3.49267 1.40714
H48 -5.09058 -0.82081 1.76161
H49 -3.60238 -0.00749 1.29542
H50 -0.04292 -3.57190 0.09620
H51 0.11698 -6.06822 -0.22622
H52 -1.90440 -7.49065 0.11930
H53 -4.05980 -6.43607 0.90791

Atom charges from the Mulliken analysis, given in e for atoms 1 to 8:
1. C 0.442
2. C 1.078
3. C -0.632
4. C -0.993
5. C -1.020
6. H 0.637
7. H 0.616
8. H 0.495

***

Entry 3:
This record from the Open Molecules 2025 dataset describes a 2-piece molecular cluster, C19H18NO6PS overall. The level of theory is wB97M-V/def2-TZVPD.

HOMO energy (eV): -8.74
LUMO level (eV): -1.782
SMILES: NCCCc1ccc2c(c1[PH2]=S)C(=O)C=CC2=O.O=C1C=C(O)C(=O)C=C1O
Kohn-Sham gap (hartree): 0.25577
Largest force on an atom (eV/Å): 0.7

CARTESIAN COORDINATES (ANGSTROEM)
N1 0.36197 3.42501 4.72582
C1 -0.50286 2.73925 5.69614
C2 -1.14953 1.46722 5.16398
C3 -0.24335 0.21171 5.17115
C4 0.35754 -0.11652 3.83066
C5 1.60938 0.40329 3.50308
C6 2.17642 0.20681 2.25839
C7 1.48306 -0.51810 1.30463
C8 0.23973 -1.07884 1.61226
C9 -0.32657 -0.88998 2.87894
P1 -1.94762 -1.57291 3.34722
S1 -1.96888 -2.99628 4.67586
C10 -0.39053 -1.91017 0.53613
O1 -1.06173 -2.88667 0.77668
C11 -0.09561 -1.48655 -0.86237
C12 1.08126 -0.93163 -1.14604
C13 2.06750 -0.71338 -0.05601
O2 3.26113 -0.70229 -0.25551
H1 1.33167 3.40590 5.00554
H2 0.29738 2.99174 3.81482
H3 -1.29455 3.42546 6.00661
H4 0.06711 2.50140 6.59695
H5 -1.47621 1.66420 4.13703
H6 -2.05171 1.25554 5.73877
H7 -0.81488 -0.63998 5.53654
H8 0.56694 0.36389 5.88687
H9 2.14908 0.97690 4.24678
H10 3.14909 0.60683 2.00653
H11 -2.58663 -1.89780 2.15678
H12 -2.63351 -0.41108 3.73754
H13 -0.84472 -1.68400 -1.61762
H14 1.31892 -0.64306 -2.16029
O3 -0.12783 -0.39428 -4.09109
C14 -0.18706 -0.32660 -5.30838
C15 -1.21019 0.39822 -6.02780
C16 -1.18533 0.40461 -7.36870
O4 -2.07098 1.03595 -8.11900
C17 -0.12284 -0.32513 -8.15720
O5 -0.20330 -0.26293 -9.36914
C18 0.90731 -1.04296 -7.43430
C19 0.88257 -1.04813 -6.09471
O6 1.77816 -1.68283 -5.35315
H15 -1.96643 0.91739 -5.45653
H16 -1.81420 0.86553 -9.04714
H17 1.66720 -1.55802 -8.00440
H18 1.52364 -1.54672 -4.42231

Atom charges from the Mulliken analysis, given in e for atoms 1 to 8:
1. N -0.605
2. C -0.800
3. C -0.582
4. C -1.442
5. C 0.441
6. C -0.555
7. C -1.190
8. C 0.730

***

Entry 4:
This record from the Open Molecules 2025 dataset describes a 2-piece molecular cluster, CH7PSi overall in a non-equilibrium geometry. The level of theory is wB97M-V/def2-TZVPD.

HOMO energy (eV): -8.54
LUMO level (eV): 0.386
SMILES: C=[SiH2].P
Kohn-Sham gap (hartree): 0.32803
Largest force on an atom (eV/Å): 2.4

CARTESIAN COORDINATES (ANGSTROEM)
C1 -2.56794 2.05666 1.52564
Si1 -1.91496 0.42959 1.31993
H1 -2.07031 3.04824 1.35460
H2 -3.68831 2.16162 1.66744
H3 -2.88549 -0.61584 1.60163
H4 -0.53244 -0.15441 0.91938
P1 3.06455 -1.30187 -2.01494
H5 3.61856 -1.99096 -0.93430
H6 2.62458 -2.29626 -2.79752
H7 4.35176 -1.33677 -2.64185

Atom charges from the Mulliken analysis, given in e for atoms 1 to 8:
1. C -0.617
2. Si 0.291
3. H 0.263
4. H 0.211
5. H -0.078
6. H -0.071
7. P -0.134
8. H 0.045